(1)
A structure of composition Fe2H72O40P. Source: OMol25; level of theory: the ωB97M-V functional and the def2-TZVPD basis.

Positions of all 115 atoms, in Å:
Fe: -0.69 1.98 1.41
Fe: 1.12 -1.85 -1.55
P: 0.32 0.08 -0.03
O: 1.64 -0.21 -0.74
O: 0.47 0.41 1.49
O: -0.36 -1.27 -0.32
O: -0.60 1.26 -0.51
O: -2.54 1.28 -2.23
H: -1.69 1.30 -1.80
H: -2.89 2.17 -2.13
O: 2.48 1.44 6.10
H: 2.06 2.27 5.91
H: 2.53 0.99 5.26
O: 0.22 -0.12 4.16
H: 1.17 -0.10 4.22
H: 0.03 -0.12 3.22
O: 5.01 -0.61 -1.13
H: 4.85 0.34 -1.12
H: 4.64 -0.90 -1.96
O: -2.59 0.85 1.76
H: -2.33 -0.06 1.90
H: -3.54 0.82 1.72
O: 3.52 -0.32 1.03
H: 4.28 -0.51 0.48
H: 2.80 -0.18 0.42
O: 3.19 2.40 2.47
H: 3.34 1.60 1.96
H: 4.04 2.58 2.88
O: -1.88 -0.36 -4.33
H: -1.88 0.22 -5.09
H: -2.11 0.20 -3.60
O: 0.84 3.36 1.24
H: 1.00 4.23 0.88
H: 1.68 3.11 1.64
O: -2.90 -1.28 -0.71
H: -3.08 -0.36 -0.92
H: -1.94 -1.33 -0.69
O: -3.21 -2.13 5.08
H: -2.48 -2.36 5.65
H: -2.83 -1.54 4.43
O: -5.67 -0.47 -1.09
H: -5.20 -0.19 -0.31
H: -6.55 -0.69 -0.77
O: -1.74 0.18 5.88
H: -0.90 0.11 5.42
H: -1.55 0.73 6.65
O: -4.96 -2.74 -2.79
H: -4.69 -1.91 -2.41
H: -4.39 -3.39 -2.38
O: -5.06 -3.48 0.54
H: -5.16 -3.36 1.48
H: -4.53 -2.74 0.26
O: 5.07 2.17 -3.79
H: 4.85 2.89 -4.37
H: 4.71 2.42 -2.94
O: -1.26 5.59 -3.06
H: -1.24 6.36 -2.50
H: -0.80 4.91 -2.57
O: 0.57 -4.01 4.34
H: 0.93 -3.42 3.67
H: 1.20 -3.97 5.06
O: -3.87 3.53 -1.34
H: -3.99 3.77 -2.25
H: -4.75 3.61 -0.96
O: -1.31 -3.08 -4.51
H: -1.70 -3.68 -5.14
H: -1.86 -2.30 -4.55
O: 4.04 -0.16 -4.90
H: 3.32 0.35 -5.27
H: 4.69 0.51 -4.65
O: 2.02 5.53 -0.30
H: 2.85 5.61 -0.76
H: 1.42 5.15 -0.94
O: -3.19 -5.55 1.46
H: -3.76 -4.81 1.27
H: -2.33 -5.17 1.58
O: -0.94 -4.10 0.67
H: -0.95 -3.32 0.11
H: -0.38 -4.72 0.21
O: -1.70 -1.67 2.09
H: -1.11 -2.29 2.51
H: -1.29 -1.48 1.24
O: -0.85 2.63 3.40
H: -0.66 2.29 4.28
H: -1.36 3.42 3.56
O: 0.03 3.34 -1.86
H: 0.54 3.01 -2.59
H: -0.41 2.56 -1.50
O: 2.95 -2.10 -2.80
H: 3.04 -1.68 -3.66
H: 3.60 -2.80 -2.80
O: 3.02 -0.34 3.75
H: 3.23 -0.10 2.85
H: 3.81 -0.75 4.09
O: 1.32 -2.03 2.32
H: 2.17 -1.72 2.61
H: 0.83 -1.24 2.10
O: 0.63 -3.67 -2.52
H: 0.76 -4.61 -2.61
H: 0.24 -3.40 -3.35
O: 0.54 -0.81 -3.21
H: 0.96 0.02 -3.42
H: -0.30 -0.78 -3.69
O: 1.78 1.60 -3.60
H: 2.37 1.74 -2.86
H: 2.29 1.86 -4.36
O: 3.51 1.65 -1.45
H: 3.26 2.28 -0.77
H: 2.89 0.93 -1.36
O: -2.08 3.44 0.96
H: -2.78 3.94 1.38
H: -2.38 3.34 0.05
O: 2.11 -3.18 -0.11
H: 1.82 -2.83 0.73
H: 2.55 -4.00 0.12

Computed properties:
HOMO level (alpha / beta)	-11.202 / -11.202	eV
gap between HOMO and LUMO (alpha / beta)	8.3 / 8.3	eV
LUMO energy (alpha / beta)	-2.916 / -2.915	eV
charge	+1
spin multiplicity	9
F_max	0.0679	hartree/bohr

---

(2)
A cluster of 2 separate species, C4H10O in total. Source: OMol25; level of theory: the ωB97M-V functional and the def2-TZVPD basis.

Positions of all 15 atoms, in Å:
C: -1.43 -1.61 0.24
C: -0.88 -0.30 0.00
O: 0.01 -0.14 -0.96
C: 0.86 1.01 -0.85
C: 1.98 0.78 0.16
H: -2.20 -1.07 1.12
H: -0.66 -2.41 0.19
H: -2.31 -1.93 -0.32
H: -2.67 -0.07 0.85
H: -0.98 0.51 0.71
H: 0.25 1.88 -0.58
H: 1.26 1.17 -1.85
H: 2.64 1.65 0.19
H: 2.57 -0.10 -0.12
H: 1.57 0.62 1.16

Computed properties:
HOMO level (alpha / beta)	-7.574 / -7.574	eV
energy relative to the best compared isomer or geometry (same formula, charge and spin)	125.2	kcal/mol
gap between HOMO and LUMO (alpha / beta)	8.2 / 8.2	eV
LUMO energy (alpha / beta)	0.598 / 0.597	eV
F_max	0.0049	hartree/bohr

---

(3)
A structure of composition C33H42Cl2N3O2SSi2TeTi. Source: OMol25; level of theory: the ωB97M-V functional and the def2-TZVPD basis.

Positions of all 87 atoms, in Å:
Ti: 0.93 -0.21 -0.48
O: 0.65 0.65 1.19
C: 1.19 0.55 2.40
C: 1.05 1.61 3.30
C: 1.55 1.50 4.59
C: 2.19 0.35 5.01
C: 2.38 -0.68 4.11
C: 1.91 -0.60 2.80
C: 2.38 -1.60 1.85
N: 2.10 -1.55 0.60
N: 2.82 -2.32 -0.31
C: 2.99 -1.61 -1.38
O: 2.63 -0.36 -1.49
C: 3.59 -2.26 -2.57
C: 3.69 -1.53 -3.76
C: 4.21 -2.13 -4.90
C: 4.62 -3.45 -4.86
C: 4.52 -4.18 -3.68
C: 4.00 -3.59 -2.54
H: 0.54 2.50 2.96
H: 1.43 2.33 5.27
H: 2.57 0.27 6.02
H: 2.94 -1.56 4.41
H: 3.11 -2.34 2.19
H: 3.36 -0.50 -3.77
H: 4.28 -1.56 -5.82
H: 5.02 -3.92 -5.75
H: 4.84 -5.21 -3.65
H: 3.91 -4.15 -1.62
Cl: -1.45 -1.79 1.21
C: -2.81 -1.27 0.20
Cl: -2.55 0.29 -0.61
H: -3.66 -1.15 0.86
H: -2.95 -2.01 -0.57
C: 0.81 3.16 -0.58
C: 0.49 2.59 -1.93
C: 0.37 3.46 -3.04
C: 0.15 2.94 -4.27
C: 0.02 1.54 -4.44
C: -0.18 0.97 -5.71
C: -0.31 -0.38 -5.82
C: -0.28 -1.19 -4.68
C: -0.10 -0.68 -3.41
S: -0.14 -1.78 -2.04
C: 0.09 0.73 -3.29
N: 0.34 1.29 -2.05
H: 1.02 4.23 -0.66
H: 1.67 2.67 -0.13
H: -0.03 3.02 0.11
H: 0.48 4.53 -2.88
H: 0.08 3.58 -5.14
H: -0.22 1.62 -6.58
H: -0.45 -0.85 -6.79
H: -0.40 -2.26 -4.78
C: -3.05 5.66 1.90
Si: -3.93 4.41 0.81
C: -5.59 5.11 0.29
C: -2.89 4.03 -0.70
C: -4.21 2.81 1.76
Te: -2.39 1.95 2.48
C: -2.44 2.85 4.42
Si: -2.98 1.67 5.79
C: -1.97 0.10 5.75
C: -2.73 2.52 7.45
C: -4.79 1.28 5.53
H: -2.75 6.53 1.31
H: -2.15 5.24 2.35
H: -3.70 6.02 2.70
H: -5.46 6.05 -0.25
H: -6.23 5.30 1.15
H: -6.12 4.42 -0.38
H: -2.59 4.95 -1.21
H: -3.44 3.42 -1.42
H: -1.98 3.49 -0.43
H: -4.67 2.05 1.12
H: -4.87 2.95 2.62
H: -3.13 3.69 4.34
H: -1.45 3.28 4.61
H: -0.91 0.29 5.94
H: -2.04 -0.41 4.78
H: -2.33 -0.59 6.52
H: -1.67 2.72 7.62
H: -3.09 1.89 8.26
H: -3.26 3.47 7.50
H: -4.95 0.81 4.55
H: -5.41 2.18 5.57
H: -5.16 0.59 6.29

Computed properties:
HOMO level (alpha / beta)	-7.238 / -7.450	eV
energy relative to the best compared isomer or geometry (same formula, charge and spin)	18.8	kcal/mol
gap between HOMO and LUMO (alpha / beta)	7.2 / 7.3	eV
LUMO energy (alpha / beta)	-0.039 / -0.191	eV
spin multiplicity	2
F_max	0.0141	hartree/bohr

---

(4)
A cluster of 5 separate species, C20H55N5O5 in total. Source: OMol25; level of theory: the ωB97M-V functional and the def2-TZVPD basis.

Positions of all 85 atoms, in Å:
C: -10.80 -12.50 19.84
O: -12.06 -11.98 19.55
C: -13.09 -12.95 19.47
C: -13.78 -12.88 18.09
C: -14.89 -13.89 18.05
N: -12.84 -13.09 17.01
H: -10.06 -11.70 19.88
H: -10.46 -13.21 19.07
H: -10.78 -12.99 20.82
H: -12.67 -13.96 19.53
H: -13.81 -12.83 20.28
H: -14.17 -11.86 17.97
H: -15.43 -13.89 17.10
H: -15.63 -13.75 18.84
H: -14.47 -14.90 18.20
H: -12.57 -14.06 16.90
H: -12.05 -12.48 17.10
C: -12.04 -20.24 18.63
O: -12.91 -19.31 18.04
C: -12.24 -18.26 17.37
C: -11.36 -17.40 18.25
C: -12.07 -16.90 19.48
N: -11.03 -16.18 17.44
H: -12.67 -21.02 19.05
H: -11.38 -19.79 19.38
H: -11.40 -20.70 17.86
H: -11.66 -18.63 16.51
H: -13.02 -17.63 16.94
H: -10.42 -17.89 18.49
H: -11.35 -16.46 20.18
H: -12.48 -17.69 20.11
H: -12.88 -16.23 19.22
H: -10.29 -16.39 16.78
H: -10.61 -15.51 18.08
C: -8.49 -10.18 17.03
O: -9.18 -8.98 17.25
C: -10.23 -8.76 16.34
C: -11.52 -9.47 16.73
C: -12.66 -9.10 15.78
N: -11.88 -9.16 18.11
H: -7.62 -10.19 17.67
H: -8.17 -10.26 15.98
H: -9.10 -11.07 17.25
H: -10.42 -7.68 16.29
H: -9.96 -9.13 15.34
H: -11.33 -10.54 16.56
H: -13.03 -8.10 15.98
H: -13.44 -9.85 15.94
H: -12.39 -9.16 14.72
H: -12.29 -9.98 18.56
H: -10.99 -8.98 18.57
C: -18.59 -10.39 18.15
O: -17.82 -9.26 18.46
C: -16.43 -9.53 18.43
C: -15.63 -8.23 18.34
C: -15.80 -7.40 19.62
N: -16.08 -7.37 17.21
H: -19.63 -10.09 18.18
H: -18.40 -11.20 18.87
H: -18.30 -10.81 17.17
H: -16.15 -10.02 19.38
H: -16.16 -10.21 17.61
H: -14.58 -8.50 18.21
H: -16.85 -7.37 19.92
H: -15.44 -6.39 19.40
H: -15.14 -7.74 20.41
H: -16.81 -6.77 17.59
H: -16.61 -7.95 16.56
C: -9.83 -15.15 22.31
O: -11.23 -14.96 22.18
C: -11.78 -14.39 23.36
C: -13.28 -14.58 23.30
C: -13.96 -14.04 24.53
N: -13.68 -15.98 23.08
H: -9.38 -14.25 22.74
H: -9.39 -15.34 21.33
H: -9.62 -16.01 22.96
H: -11.33 -14.84 24.25
H: -11.57 -13.31 23.37
H: -13.64 -14.05 22.42
H: -13.65 -14.59 25.43
H: -15.04 -14.20 24.49
H: -13.79 -12.97 24.66
H: -12.99 -16.40 22.46
H: -13.61 -16.50 23.95

Computed properties:
HOMO level	-8.815	eV
SMILES	COC[C@H](C)N.COC[C@H](C)N.COC[C@H](C)N.COC[C@H](C)N.COC[C@H](C)N
energy relative to the best compared isomer or geometry (same formula, charge and spin)	2.5	kcal/mol
gap between HOMO and LUMO	9.2	eV
LUMO energy	0.397	eV
F_max	0.0282	hartree/bohr

---

(5)
An isolated molecule of C17H25N5O3S. Source: OMol25; level of theory: the ωB97M-V functional and the def2-TZVPD basis.

Positions of all 51 atoms, in Å:
C: -6.56 -1.20 -1.28
C: -6.10 -0.80 0.12
N: -4.72 -0.32 0.10
C: -3.72 -1.26 0.37
O: -3.98 -2.42 0.63
C: -2.42 -0.66 0.31
C: -2.23 0.67 0.01
N: -0.91 0.98 0.01
C: -0.31 -0.15 0.33
S: 1.41 -0.34 0.49
C: 1.89 1.39 0.20
C: 3.36 1.61 0.52
O: 3.68 2.28 1.48
N: 4.27 1.08 -0.32
C: 4.02 0.20 -1.44
C: 4.52 -1.21 -1.13
C: 6.02 -1.18 -0.79
C: 6.52 -2.57 -0.42
C: 6.24 -0.19 0.36
C: 5.68 1.19 0.00
N: -1.16 -1.18 0.52
C: -0.83 -2.54 0.86
N: -3.26 1.51 -0.25
C: -3.01 2.90 -0.57
C: -4.55 1.02 -0.22
O: -5.50 1.74 -0.45
H: -7.58 -1.57 -1.23
H: -6.53 -0.34 -1.94
H: -5.92 -1.98 -1.68
H: -6.72 0.00 0.51
H: -6.12 -1.66 0.79
H: 1.30 2.00 0.89
H: 1.63 1.65 -0.83
H: 2.96 0.17 -1.69
H: 4.56 0.60 -2.31
H: 4.35 -1.86 -1.99
H: 3.96 -1.61 -0.28
H: 6.57 -0.83 -1.67
H: 7.58 -2.54 -0.19
H: 6.37 -3.26 -1.24
H: 5.99 -2.95 0.45
H: 7.30 -0.10 0.58
H: 5.74 -0.55 1.26
H: 5.78 1.88 0.84
H: 6.20 1.59 -0.87
H: -0.21 -2.99 0.08
H: -1.76 -3.10 0.96
H: -0.28 -2.56 1.80
H: -2.44 3.36 0.24
H: -2.45 2.98 -1.49
H: -3.98 3.39 -0.68

Computed properties:
HOMO level	-8.088	eV
SMILES	CCn1c(=O)c2c(nc(SCC(=O)N3CCC(C)CC3)n2C)n(C)c1=O
energy relative to the best compared isomer or geometry (same formula, charge and spin)	0.8	kcal/mol
gap between HOMO and LUMO	8.6	eV
LUMO energy	0.513	eV
F_max	0.0283	hartree/bohr

---

(6)
A cluster of 2 separate species, CH6N2S2 in total. Source: OMol25; level of theory: the ωB97M-V functional and the def2-TZVPD basis.

Positions of all 11 atoms, in Å:
S: 0.29 1.07 -1.00
S: -0.30 3.30 -1.36
H: -0.81 0.56 -1.57
H: 0.74 3.56 -0.59
N: 0.36 -2.29 0.92
C: -0.42 -3.04 1.72
N: 0.05 -4.07 2.34
H: 0.04 -1.36 0.66
H: 1.32 -2.58 0.88
H: -1.26 -2.51 2.18
H: -0.68 -4.73 2.56

Computed properties:
HOMO level (alpha / beta)	-1.111 / -3.196	eV
energy relative to the best compared isomer or geometry (same formula, charge and spin)	8.2	kcal/mol
gap between HOMO and LUMO (alpha / beta)	4.7 / 6.6	eV
LUMO energy (alpha / beta)	3.574 / 3.448	eV
charge	-1
spin multiplicity	2
F_max	0.0518	hartree/bohr

---

(7)
A structure of composition C20H32F5N4OTa. Source: OMol25; level of theory: the ωB97M-V functional and the def2-TZVPD basis.

Positions of all 63 atoms, in Å:
Ta: 0.02 -0.13 0.30
N: 1.12 1.42 1.05
N: 1.41 -1.45 0.99
N: -0.56 1.06 -1.28
N: 0.32 -0.99 -1.51
H: 2.92 0.39 1.48
C: 2.44 1.36 1.65
H: 2.38 1.53 2.74
H: 3.08 2.15 1.23
H: 1.35 3.50 0.89
C: 0.60 2.76 1.22
H: 0.37 2.97 2.28
H: -0.31 2.94 0.64
C: 2.64 -1.72 0.24
H: 2.60 -2.72 -0.23
H: 2.80 -0.98 -0.55
H: 3.50 -1.70 0.93
H: 1.26 -3.09 2.33
C: 1.45 -2.00 2.34
H: 2.45 -1.84 2.79
H: 0.70 -1.53 2.99
C: -1.29 2.25 -1.68
H: -0.61 3.11 -1.52
C: -2.50 2.39 -0.79
H: -2.29 2.31 0.28
H: -2.98 3.36 -0.96
H: -3.23 1.61 -1.02
C: -1.72 2.28 -3.15
H: -2.28 3.21 -3.30
H: -0.87 2.30 -3.84
H: -2.39 1.45 -3.38
H: -0.20 -3.32 -3.93
C: -0.27 -2.30 -3.54
H: -1.33 -2.07 -3.41
H: 0.17 -1.64 -4.29
C: 0.47 -2.25 -2.20
H: 1.54 -2.38 -2.41
C: -0.01 -3.35 -1.28
H: 0.53 -3.38 -0.33
H: -1.08 -3.21 -1.06
H: 0.11 -4.32 -1.78
H: -0.72 -0.02 -3.07
C: 0.02 0.21 -2.28
C: 3.36 1.71 -2.09
H: 2.91 2.70 -2.00
H: 4.41 1.59 -1.80
C: 2.58 0.66 -2.45
H: 2.97 -0.37 -2.47
C: 1.20 0.80 -3.04
H: 0.99 1.87 -3.22
H: 1.19 0.29 -4.02
F: -3.50 -0.75 6.53
C: -3.06 -0.69 5.26
C: -3.04 0.54 4.59
F: -3.51 1.65 5.20
C: -2.55 0.61 3.30
F: -2.49 1.81 2.67
C: -2.08 -0.55 2.65
O: -1.46 -0.46 1.47
C: -2.21 -1.79 3.30
F: -1.84 -2.93 2.66
C: -2.67 -1.86 4.61
F: -2.77 -3.05 5.23

Computed properties:
HOMO level	-7.787	eV
gap between HOMO and LUMO	8.0	eV
LUMO energy	0.223	eV
F_max	0.0357	hartree/bohr

---

(8)
A structure of composition C23H16Cl5IN4O5SSm. Source: OMol25; level of theory: the ωB97M-V functional and the def2-TZVPD basis.

Positions of all 56 atoms, in Å:
Sm: -0.30 1.13 1.05
C: 3.21 -1.82 -0.23
C: 2.10 -1.99 -1.22
N: 2.20 -2.93 -2.13
C: 1.21 -3.08 -3.03
C: 0.06 -2.34 -3.03
C: -0.98 -2.60 -4.09
O: -1.31 -1.45 -4.86
C: -0.09 -1.33 -2.05
C: -1.34 -0.62 -1.95
N: -1.65 0.31 -1.11
C: -2.99 0.73 -1.13
C: -4.06 -0.16 -1.26
C: -5.37 0.28 -1.25
C: -5.65 1.63 -1.12
C: -4.61 2.55 -1.00
C: -3.31 2.08 -1.01
I: -1.70 3.45 -0.94
C: 0.97 -1.10 -1.14
O: 0.96 -0.14 -0.28
H: 4.13 -2.24 -0.63
H: 2.97 -2.33 0.71
H: 3.35 -0.76 0.01
H: 1.37 -3.86 -3.77
H: -1.92 -2.95 -3.65
H: -0.61 -3.40 -4.75
H: -0.49 -1.00 -5.09
H: -2.10 -0.91 -2.67
H: -3.85 -1.22 -1.31
H: -6.17 -0.44 -1.31
H: -6.67 1.98 -1.10
H: -4.81 3.60 -0.90
Cl: 4.88 -3.22 4.48
C: 3.95 -1.95 3.77
C: 2.57 -2.08 3.64
Cl: 1.78 -3.52 4.16
C: 1.83 -1.06 3.08
Cl: 0.14 -1.20 2.77
C: 2.40 0.17 2.67
O: 1.69 1.13 2.22
C: 3.81 0.25 2.78
Cl: 4.56 1.69 2.19
C: 4.57 -0.79 3.31
Cl: 6.28 -0.64 3.40
N: 1.40 2.98 0.24
C: 1.36 3.97 1.35
C: 0.12 3.89 2.29
O: 0.06 4.73 3.17
O: -0.73 2.95 2.05
H: 2.28 2.47 0.29
H: 1.38 3.46 -0.65
H: 1.39 4.99 0.98
H: 2.22 3.83 2.00
S: -4.77 -1.01 2.37
C: -3.38 -0.32 1.97
N: -2.35 0.20 1.72

Computed properties:
HOMO level (alpha / beta)	-5.720 / -5.730	eV
energy relative to the best compared isomer or geometry (same formula, charge and spin)	11.5	kcal/mol
gap between HOMO and LUMO (alpha / beta)	7.6 / 7.6	eV
LUMO energy (alpha / beta)	1.844 / 1.845	eV
charge	-1
spin multiplicity	6
F_max	0.0258	hartree/bohr